No. 1
Below is 2 unconnected molecules or ions with the total composition C8H7NO4, with properties calculated with the ωB97M-V functional and the def2-TZVPD basis.

LUMO (alpha / beta)	-0.58 / -0.58	eV
highest occupied orbital energy (alpha / beta)	-8.612 / -8.613	eV
total energy	-664.53116	Ha
relative energy (zero: lowest compared OMol25 entry of this formula, charge and spin)	122.7	kcal/mol

Atoms and positions in Å:
C: -0.663 2.191 1.221
C: -0.071 2.265 -0.098
C: -1.121 1.017 1.763
C: -0.050 1.083 -0.864
C: -1.114 -0.135 0.976
C: -0.526 -0.082 -0.238
C: 1.666 -1.846 -1.180
C: -0.506 -1.335 -1.023
N: 2.068 -1.024 -0.167
O: 2.360 0.074 -0.663
O: 2.138 -2.500 -2.024
O: 1.831 -1.163 1.017
O: -0.992 -2.468 -0.525
H: -0.997 3.208 1.799
H: 0.522 3.094 -0.446
H: -1.420 1.077 2.773
H: 0.378 1.132 -1.828
H: -1.661 -1.025 1.204
H: -0.741 -1.191 -2.069
H: -1.102 -2.369 0.372

No. 2
Below is a molecular structure, C4H6AuO, with properties calculated with the ωB97M-V functional and the def2-TZVPD basis.

spin multiplicity	4
LUMO (alpha / beta)	-10.08 / -13.86	eV
net charge	+2
highest occupied orbital energy (alpha / beta)	-15.926 / -20.944	eV
total energy	-365.89462	Ha
<S²>	3.756
relative energy (zero: lowest compared OMol25 entry of this formula, charge and spin)	0.0	kcal/mol

Atoms and positions in Å:
C: -1.100 1.661 0.561
C: -1.069 0.324 0.529
C: 0.199 -0.484 0.565
C: 0.678 -0.947 -0.759
O: 1.852 -0.881 -1.104
Au: 2.771 -1.194 -2.495
H: -0.239 2.267 0.855
H: -2.042 2.192 0.418
H: -1.992 -0.245 0.665
H: 0.992 0.116 1.071
H: 0.018 -1.415 1.136
H: -0.068 -1.395 -1.443

No. 3
Below is C4H7NO in the gas phase, with properties calculated with the ωB97M-V functional and the def2-TZVPD basis.

LUMO	0.67	eV
highest occupied orbital energy	-8.680	eV
total energy	-286.44425	Ha
relative energy (zero: lowest compared OMol25 entry of this formula, charge and spin)	117.6	kcal/mol

Atoms and positions in Å:
O: -1.578 -1.420 0.758
C: -1.414 -0.722 -0.331
C: -0.224 1.524 0.124
N: 0.630 0.670 -0.719
C: 1.238 -0.443 0.003
C: 0.015 -0.655 -0.819
H: -0.747 -1.812 1.103
H: -1.219 1.049 0.257
H: 0.236 1.719 1.099
H: -0.438 2.463 -0.388
H: 1.194 -0.435 1.094
H: 2.194 -0.781 -0.397
H: 0.113 -1.156 -1.782

No. 4
Below is 2 unconnected molecules or ions with the total composition C2H7N, with properties calculated with the ωB97M-V functional and the def2-TZVPD basis.

structure (SMILES)	C=C.N
LUMO	1.09	eV
highest occupied orbital energy	-9.856	eV
total energy	-135.09459	Ha
relative energy (zero: lowest compared OMol25 entry of this formula, charge and spin)	31.6	kcal/mol

Atoms and positions in Å:
N: 2.312 -0.283 -1.460
H: 1.355 0.071 -1.451
H: 2.754 0.326 -2.149
H: 2.676 0.199 -0.629
C: -0.852 -0.094 0.593
C: -1.980 0.285 1.221
H: -0.735 -1.177 0.544
H: -0.334 0.482 -0.152
H: -2.779 -0.403 1.456
H: -2.151 1.304 1.547

No. 5
Below is 2 unconnected molecules or ions with the total composition C11H14N3, with properties calculated with the ωB97M-V functional and the def2-TZVPD basis.

LUMO	-5.30	eV
net charge	+1
highest occupied orbital energy	-13.444	eV
total energy	-591.41463	Ha
relative energy (zero: lowest compared OMol25 entry of this formula, charge and spin)	91.1	kcal/mol

Atoms and positions in Å:
C: -3.784 -0.411 1.080
C: -2.522 0.179 1.036
C: -4.362 -0.771 -0.134
C: -2.535 -0.269 -1.330
C: -1.783 0.023 -0.147
C: 0.164 3.274 0.938
C: -0.360 0.090 -0.373
C: 1.943 -0.469 0.109
C: 0.859 2.994 -0.007
C: 2.746 -1.262 1.222
C: 3.389 -0.566 -1.676
N: -3.747 -0.743 -1.323
N: 2.186 -0.290 -1.112
N: 0.576 -0.321 0.506
H: -4.476 -0.293 1.894
H: -2.042 0.497 1.941
H: -5.385 -1.145 -0.144
H: -2.049 -0.082 -2.314
H: -0.629 3.891 1.391
H: 0.019 0.271 -1.368
H: 1.462 2.580 -0.673
H: 2.115 -1.654 2.134
H: 3.611 -0.603 1.508
H: 3.048 -2.289 0.930
H: 3.936 0.310 -2.156
H: 4.078 -0.844 -0.938
H: 3.217 -1.325 -2.408
H: 0.328 -0.774 1.413

No. 6
Below is 3 unconnected molecules or ions with the total composition C25H32N5O10S, with properties calculated with the ωB97M-V functional and the def2-TZVPD basis.

LUMO	-3.42	eV
net charge	+1
highest occupied orbital energy	-10.608	eV
total energy	-2395.77189	Ha

Atoms and positions in Å:
C: -6.369 -1.919 6.139
C: -4.876 -2.295 5.801
N: -4.648 -2.899 4.436
C: -3.179 -2.576 4.110
N: -2.290 -2.908 5.262
C: -5.445 -2.283 3.324
C: -5.129 -2.873 1.875
C: -4.157 -1.970 0.993
C: -2.903 -2.821 0.450
C: -2.878 -2.851 -1.161
C: -1.820 -1.825 -1.749
C: -0.725 -2.527 -2.698
S: 0.853 -1.630 -2.375
C: 2.010 -1.816 -3.753
N: 3.294 -2.211 -3.460
N: 3.987 -2.234 -4.645
C: 3.098 -1.867 -5.608
O: 1.823 -1.586 -5.107
N: -4.667 -4.331 4.441
C: -5.846 -4.788 4.497
O: -6.932 -5.146 4.382
H: -7.054 -2.822 6.183
H: -6.408 -1.443 7.166
H: -6.794 -1.137 5.435
H: -4.257 -1.363 5.986
H: -4.560 -3.087 6.548
H: -2.797 -3.228 3.266
H: -3.062 -1.476 3.902
H: -1.415 -3.226 4.826
H: -2.088 -2.070 5.811
H: -6.558 -2.318 3.453
H: -5.140 -1.189 3.280
H: -6.119 -2.916 1.319
H: -4.740 -3.928 1.887
H: -4.704 -1.596 0.077
H: -3.828 -1.055 1.563
H: -2.898 -3.884 0.817
H: -1.944 -2.327 0.798
H: -3.911 -2.696 -1.598
H: -2.575 -3.901 -1.457
H: -1.240 -1.304 -0.921
H: -2.361 -0.996 -2.298
H: -1.117 -2.437 -3.747
H: -0.620 -3.609 -2.387
H: 3.248 -1.753 -6.709
C: 1.811 2.234 -0.414
C: 2.595 3.303 -0.593
C: 2.073 4.555 -1.224
O: 2.811 5.513 -1.353
C: 0.679 4.569 -1.669
C: -0.101 3.499 -1.492
C: 0.414 2.259 -0.837
O: -0.338 1.310 -0.678
O: -1.390 3.490 -1.897
O: 3.885 3.300 -0.214
H: 2.175 1.323 0.042
H: 0.317 5.474 -2.139
H: -1.732 2.609 -1.655
H: 4.232 4.184 -0.450
C: 7.904 3.410 -2.234
C: 8.823 3.359 -3.204
C: 9.013 4.493 -4.159
O: 9.873 4.416 -5.015
C: 8.140 5.660 -4.021
C: 7.219 5.708 -3.054
C: 7.049 4.586 -2.083
O: 6.209 4.678 -1.204
O: 6.402 6.774 -2.912
O: 9.620 2.284 -3.362
H: 7.758 2.598 -1.535
H: 8.274 6.466 -4.729
H: 5.832 6.567 -2.146
H: 10.194 2.495 -4.125

No. 7
Below is a molecular structure, C11H23AgCl10NiO5P, with properties calculated with the ωB97M-V functional and the def2-TZVPD basis.

spin multiplicity	4
LUMO (alpha / beta)	-1.91 / -3.01	eV
highest occupied orbital energy (alpha / beta)	-8.806 / -8.603	eV
total energy	-7407.57081	Ha
<S²>	3.770
relative energy (zero: lowest compared OMol25 entry of this formula, charge and spin)	75.2	kcal/mol

Atoms and positions in Å:
Ag: 7.544 -24.139 15.881
Ni: 10.223 -22.272 16.264
P: 7.729 -23.131 18.541
O: 6.663 -22.042 18.700
O: 6.720 -24.120 17.900
O: 8.643 -23.649 19.698
O: 8.647 -22.787 17.352
C: 8.341 -22.175 13.371
O: 8.927 -22.705 14.523
H: 8.132 -21.113 13.503
H: 9.021 -22.169 12.519
H: 7.451 -22.698 13.020
Cl: 8.300 -17.185 18.003
C: 7.224 -18.366 17.184
C: 7.989 -19.583 16.640
Cl: 9.453 -19.112 15.683
H: 6.702 -17.873 16.364
H: 6.480 -18.778 17.865
H: 7.349 -20.255 16.068
H: 8.468 -20.147 17.441
Cl: 12.467 -21.855 11.723
C: 11.934 -20.275 12.376
C: 12.512 -19.956 13.736
Cl: 11.868 -21.186 14.870
H: 10.858 -20.336 12.539
H: 12.203 -19.459 11.705
H: 12.427 -18.910 14.032
H: 13.590 -20.111 13.779
Cl: 6.167 -22.252 10.211
C: 7.674 -21.847 9.400
C: 7.493 -21.411 7.939
Cl: 6.840 -22.822 7.022
H: 8.353 -22.700 9.418
H: 8.080 -21.028 9.994
H: 8.432 -21.093 7.485
H: 6.898 -20.511 7.780
Cl: 10.582 -24.294 10.418
C: 10.619 -25.936 11.244
C: 10.184 -25.727 12.704
Cl: 8.359 -25.885 12.776
H: 11.584 -26.415 11.080
H: 9.897 -26.537 10.691
H: 10.353 -24.747 13.151
H: 10.627 -26.541 13.278
Cl: 3.879 -19.706 10.993
C: 3.311 -20.165 12.695
C: 4.355 -20.007 13.820
Cl: 4.816 -18.378 14.266
H: 2.895 -21.170 12.622
H: 2.386 -19.671 12.994
H: 5.268 -20.513 13.505
H: 4.104 -20.500 14.759

No. 8
Below is 2 unconnected molecules or ions with the total composition C6H15N2, with properties calculated with the ωB97M-V functional and the def2-TZVPD basis.

LUMO	-9.02	eV
net charge	+1
highest occupied orbital energy	-14.741	eV
total energy	-346.66074	Ha
relative energy (zero: lowest compared OMol25 entry of this formula, charge and spin)	158.0	kcal/mol

Atoms and positions in Å:
C: -0.007 3.082 -1.273
C: 0.604 1.792 -0.742
C: 0.146 0.612 -1.588
C: 0.615 -0.755 -1.087
C: -0.280 -1.458 -0.085
N: -0.807 -0.630 0.866
C: -1.379 -1.175 2.017
N: -1.542 -2.423 2.125
H: -1.098 3.001 -1.268
H: 0.255 3.914 -0.633
H: 0.298 3.265 -2.297
H: 1.684 1.943 -0.870
H: 0.347 1.656 0.302
H: 0.518 0.666 -2.610
H: -0.942 0.669 -1.649
H: 0.804 -1.465 -1.894
H: 1.603 -0.567 -0.635
H: 0.243 -2.330 0.397
H: -1.024 -2.084 -0.630
H: 2.220 -2.125 3.106
H: -1.690 -0.409 2.729
H: 1.677 -2.560 2.864
H: -2.244 -2.620 2.854

No. 9
Below is a molecular structure, C9H22AlBBeCaClF5N6O7, with properties calculated with the ωB97M-V functional and the def2-TZVPD basis.

LUMO	-9.02	eV
net charge	+2
highest occupied orbital energy	-12.309	eV
total energy	-3129.66576	Ha

Atoms and positions in Å:
N: 2.407 -3.296 -0.388
C: 2.240 -1.820 -0.299
C: 0.791 -1.463 -0.384
C: -0.060 -2.499 -0.674
C: -1.398 -2.350 -0.813
C: -1.961 -1.102 -0.639
N: -3.321 -0.984 -0.787
C: -3.751 0.221 -0.632
C: -2.902 1.326 -0.363
N: -1.627 1.245 -0.242
C: -1.126 -0.021 -0.367
C: 0.261 -0.205 -0.237
B: 1.190 1.083 0.068
O: 0.806 1.951 1.028
O: 2.304 1.266 -0.663
H: 3.304 -3.584 -0.016
H: 1.680 -3.755 0.144
H: 2.686 -1.426 0.607
H: 2.761 -1.344 -1.124
H: 0.402 -3.468 -0.784
H: -2.050 -3.176 -1.058
H: -4.814 0.398 -0.730
H: -3.371 2.363 -0.307
H: 1.440 1.972 1.763
H: 2.061 1.469 -1.576
Cl: 4.627 0.432 0.126
N: -5.723 2.649 1.964
H: -5.264 3.558 1.965
H: -6.761 2.725 1.488
H: -5.166 1.992 1.434
H: -5.832 2.323 2.919
F: 2.992 2.954 1.043
Be: -3.467 4.036 -1.055
N: -7.834 3.089 -0.443
O: -8.490 3.918 -1.010
O: -6.864 2.516 -0.989
O: -8.085 2.786 0.791
N: -2.288 -1.172 2.716
H: -3.259 -0.920 2.907
H: -2.118 -2.126 3.040
H: -2.108 -1.112 1.701
H: -1.662 -0.528 3.209
O: 5.501 3.482 2.751
H: 4.821 3.307 2.060
F: 6.760 -1.652 -3.562
Al: 5.528 -2.400 -2.721
F: 5.231 -3.945 -3.328
F: 4.077 -1.511 -2.830
F: 6.011 -2.485 -1.074
O: 7.746 -0.133 -0.330
H: 7.050 0.575 -0.381
H: 8.557 0.109 -0.814
H: 7.376 -0.991 -0.651
Ca: 0.690 -4.276 -2.450

No. 10
Below is a molecular structure, C49H40Cl5CsN11O3PSe3Te, with properties calculated with the ωB97M-V functional and the def2-TZVPD basis.

LUMO	2.71	eV
net charge	-2
highest occupied orbital energy	-0.505	eV
total energy	-12854.20947	Ha
relative energy (zero: lowest compared OMol25 entry of this formula, charge and spin)	11.3	kcal/mol

Atoms and positions in Å:
Cs: -0.430 -0.558 -0.592
N: 1.012 2.329 1.287
C: 0.766 3.605 1.709
C: 1.567 4.160 2.722
C: 1.315 5.428 3.204
C: 0.253 6.179 2.708
C: -0.549 5.639 1.715
C: -0.300 4.374 1.185
P: -1.329 3.572 -0.099
C: -0.298 3.812 -1.609
C: -0.834 3.345 -2.807
C: -0.157 3.528 -4.002
C: 1.073 4.173 -4.008
C: 1.626 4.616 -2.815
C: 0.945 4.436 -1.619
C: -2.541 4.923 -0.465
C: -3.866 4.736 -0.102
C: -4.831 5.702 -0.361
C: -4.474 6.879 -0.999
C: -3.151 7.080 -1.373
C: -2.195 6.112 -1.109
H: 0.739 2.081 0.347
H: 1.936 1.961 1.527
H: 2.388 3.567 3.106
H: 1.959 5.839 3.973
H: 0.059 7.175 3.088
H: -1.383 6.220 1.343
H: -1.791 2.833 -2.798
H: -0.577 3.146 -4.925
H: 1.598 4.328 -4.944
H: 2.594 5.103 -2.812
H: 1.386 4.780 -0.690
H: -4.139 3.809 0.378
H: -5.863 5.531 -0.076
H: -5.222 7.633 -1.213
H: -2.864 7.996 -1.876
H: -1.166 6.277 -1.405
Cl: -4.719 -1.146 -7.013
C: -4.091 -0.944 -5.413
C: -2.770 -0.548 -5.211
Cl: -1.752 -0.275 -6.582
C: -2.261 -0.377 -3.936
Cl: -0.606 0.065 -3.711
C: -3.044 -0.570 -2.752
O: -2.586 -0.395 -1.585
C: -4.397 -0.985 -3.021
Cl: -5.420 -1.259 -1.652
C: -4.894 -1.168 -4.298
Cl: -6.531 -1.681 -4.525
Se: 4.333 1.166 1.487
Se: 2.791 -0.507 1.029
Te: 4.229 -2.465 0.374
Se: 3.023 -3.331 -1.607
C: -5.937 1.780 1.869
N: -4.591 1.279 2.096
C: -3.878 0.319 1.477
N: -2.677 0.239 2.004
C: -2.686 1.211 2.947
N: -3.823 1.865 3.046
C: -6.995 0.724 1.620
C: -8.139 1.063 0.903
C: -9.139 0.125 0.683
C: -9.004 -1.169 1.150
C: -7.859 -1.516 1.858
C: -6.872 -0.564 2.108
C: -7.637 -2.882 2.293
N: -8.389 -3.927 2.186
N: -7.654 -4.991 2.665
C: -6.513 -4.511 3.034
O: -6.446 -3.177 2.847
C: -5.338 -5.195 3.531
C: -5.259 -6.585 3.489
C: -4.089 -7.211 3.880
C: -3.006 -6.460 4.318
C: -3.097 -5.074 4.396
C: -1.912 -4.275 4.867
N: -1.128 -3.754 3.759
C: -1.336 -2.717 2.913
N: -0.335 -2.644 2.055
C: 0.453 -3.689 2.407
N: 0.030 -4.371 3.443
C: -4.264 -4.452 4.001
H: -5.934 2.478 1.033
H: -6.180 2.345 2.769
H: -4.256 -0.301 0.684
H: -1.834 1.438 3.567
H: -8.249 2.067 0.513
H: -10.020 0.404 0.120
H: -9.754 -1.924 0.956
H: -5.990 -0.853 2.661
H: -6.104 -7.148 3.117
H: -4.011 -8.290 3.828
H: -2.084 -6.949 4.605
H: -1.237 -4.915 5.428
H: -2.221 -3.447 5.508
H: -2.183 -2.049 2.958
H: 1.384 -3.913 1.907
H: -4.342 -3.372 4.033
N: 1.719 1.164 -1.443
C: 2.652 1.442 -2.061
N: 3.673 1.812 -2.814
C: 5.035 1.779 -2.282
C: 5.801 2.898 -2.955
O: 5.773 2.772 -4.377
C: 4.445 2.777 -4.870
C: 3.612 1.661 -4.260
H: 5.502 0.816 -2.518
H: 5.007 1.893 -1.195
H: 6.850 2.876 -2.663
H: 5.366 3.864 -2.664
H: 4.513 2.649 -5.951
H: 3.971 3.744 -4.649
H: 4.028 0.691 -4.553
H: 2.575 1.723 -4.590

No. 11
Below is a molecular structure, C40H33ClN7NiO6S, with properties calculated with the ωB97M-V functional and the def2-TZVPD basis.

spin multiplicity	3
LUMO (alpha / beta)	2.11 / 2.10	eV
net charge	-1
highest occupied orbital energy (alpha / beta)	-3.993 / -3.936	eV
total energy	-4745.74303	Ha
<S²>	2.005

Atoms and positions in Å:
Ni: 0.129 -0.289 -0.241
C: -1.925 -2.773 5.587
C: -0.758 -2.193 4.838
C: -0.230 -2.840 3.725
C: 0.807 -2.281 2.998
C: 1.321 -1.055 3.391
C: 0.823 -0.399 4.508
C: -0.210 -0.975 5.229
S: 2.629 -0.302 2.481
O: 2.717 1.082 2.918
O: 3.837 -1.082 2.654
N: 2.046 -0.404 0.995
C: 2.797 -0.021 -0.070
C: 4.193 0.161 -0.147
C: 4.747 0.458 -1.369
C: 3.943 0.567 -2.507
C: 2.586 0.395 -2.344
N: 2.022 0.152 -1.165
H: -1.604 -3.222 6.530
H: -2.425 -3.540 4.998
H: -2.653 -1.994 5.819
H: -0.667 -3.774 3.392
H: 1.183 -2.770 2.107
H: 1.228 0.567 4.780
H: -0.630 -0.447 6.077
H: 4.798 0.021 0.737
H: 5.820 0.584 -1.449
H: 4.360 0.763 -3.485
H: 1.913 0.439 -3.194
O: -2.867 1.222 4.592
C: -2.119 2.268 4.303
O: -2.110 3.265 4.988
C: -1.294 2.176 3.066
C: -0.496 3.182 2.552
Cl: -0.211 4.771 3.079
N: 0.122 2.709 1.449
N: -0.232 1.438 1.218
C: -1.087 1.104 2.163
C: -1.725 -0.259 2.027
O: -2.607 -0.583 2.843
O: -1.326 -0.946 1.051
C: 0.948 3.404 0.510
C: 0.352 4.288 -0.374
C: 1.138 4.914 -1.329
C: 2.497 4.637 -1.397
C: 3.078 3.750 -0.500
C: 2.305 3.134 0.473
H: -2.782 0.478 3.899
H: -0.716 4.462 -0.321
H: 0.685 5.605 -2.028
H: 3.107 5.115 -2.153
H: 4.136 3.530 -0.557
H: 2.724 2.454 1.204
N: -3.762 3.266 -3.699
C: -2.894 2.493 -2.949
C: -1.517 2.532 -3.165
C: -0.695 1.751 -2.379
N: -1.142 0.951 -1.414
C: -2.459 0.936 -1.187
C: -3.360 1.682 -1.915
H: -3.425 3.548 -4.604
H: -4.720 2.958 -3.711
H: -1.090 3.162 -3.936
H: 0.377 1.777 -2.519
H: -2.796 0.267 -0.406
H: -4.418 1.611 -1.696
C: 2.480 -5.115 -2.202
C: 1.290 -5.000 -2.908
C: 0.405 -3.958 -2.678
C: 0.679 -2.953 -1.717
C: 1.882 -3.109 -0.987
C: 2.752 -4.153 -1.232
N: -0.144 -1.897 -1.471
C: -1.380 -1.880 -2.143
C: -2.544 -2.309 -1.499
C: -3.782 -2.212 -2.121
C: -3.889 -1.687 -3.402
C: -2.737 -1.270 -4.060
C: -1.501 -1.373 -3.441
H: 3.164 -5.932 -2.388
H: 1.034 -5.742 -3.657
H: -0.515 -3.917 -3.246
H: 2.108 -2.405 -0.198
H: 3.659 -4.221 -0.640
H: -2.453 -2.686 -0.488
H: -4.670 -2.543 -1.596
H: -4.855 -1.608 -3.885
H: -2.804 -0.862 -5.063
H: -0.599 -1.046 -3.948